[1]
Formula: C61H79Br3N6O30
Source: the OMol25 dataset
Level of theory: wB97M-V/def2-TZVPD

Computed properties:
* lowest unoccupied orbital energy: -0.0353 hartree
* charge: 0
* HOMO energy: -9.8 eV
* relative energy (zero: lowest compared OMol25 entry of this formula, charge and spin): 0.0000 eV

Geometry (Å):
C: -2.297 -19.051 23.270
C: -3.083 -18.944 24.411
C: -3.042 -17.760 25.140
C: -2.286 -16.678 24.686
C: -1.583 -16.796 23.504
C: -1.571 -17.984 22.783
N: -2.276 -15.430 25.435
O: -1.743 -14.458 24.936
O: -2.815 -15.413 26.514
H: -2.416 -19.955 22.684
H: -3.718 -19.774 24.682
H: -3.609 -17.698 26.059
H: -0.945 -16.011 23.118
H: -1.052 -18.065 21.840
C: -3.328 -5.153 29.123
C: -4.156 -4.042 29.316
C: -3.673 -2.754 29.117
C: -2.338 -2.584 28.788
C: -1.530 -3.698 28.527
C: -2.012 -4.965 28.698
N: -1.774 -1.256 28.540
O: -0.585 -1.099 28.722
O: -2.534 -0.372 28.199
H: -3.705 -6.130 29.390
H: -5.152 -4.174 29.717
H: -4.330 -1.906 29.256
H: -0.503 -3.510 28.241
H: -1.393 -5.827 28.487
C: -5.066 -13.062 22.627
C: -5.350 -14.163 23.437
C: -6.607 -14.757 23.362
C: -7.577 -14.213 22.537
C: -7.373 -12.971 21.923
C: -6.088 -12.489 21.891
N: -8.878 -14.889 22.377
O: -9.733 -14.339 21.711
O: -9.010 -15.965 22.934
H: -4.059 -12.673 22.578
H: -4.540 -14.591 24.010
H: -6.784 -15.655 23.937
H: -8.134 -12.532 21.295
H: -5.887 -11.571 21.351
C: 2.990 -12.071 25.802
C: 1.861 -11.561 25.166
C: 1.191 -12.331 24.248
C: 1.656 -13.577 23.870
C: 2.845 -14.084 24.403
C: 3.442 -13.325 25.417
N: 0.910 -14.296 22.852
O: 0.025 -13.710 22.267
O: 1.191 -15.468 22.688
H: 3.492 -11.489 26.563
H: 1.410 -10.619 25.450
H: 0.278 -11.879 23.883
H: 3.204 -15.059 24.116
H: 4.351 -13.695 25.873
C: 2.894 -12.041 17.636
C: 3.106 -12.241 19.002
C: 2.096 -11.889 19.891
C: 0.966 -11.277 19.363
C: 0.773 -11.011 18.023
C: 1.808 -11.370 17.154
N: -0.052 -10.814 20.309
O: 0.213 -10.792 21.490
O: -1.116 -10.415 19.883
H: 3.670 -12.407 16.974
H: 3.948 -12.824 19.345
H: 2.090 -12.163 20.936
H: -0.125 -10.520 17.681
H: 1.715 -11.200 16.090
C: -2.301 -10.267 23.473
C: -2.518 -8.928 23.809
C: -2.918 -8.604 25.090
C: -3.098 -9.580 26.033
C: -2.861 -10.923 25.734
C: -2.477 -11.252 24.436
N: -3.652 -9.262 27.362
O: -3.426 -8.152 27.798
O: -4.275 -10.128 27.935
H: -2.056 -10.526 22.451
H: -2.371 -8.158 23.069
H: -3.193 -7.575 25.293
H: -2.861 -11.646 26.537
H: -2.182 -12.276 24.244
C: -3.778 -4.078 32.727
C: -5.166 -4.565 33.151
O: -5.893 -5.315 32.175
C: -5.427 -6.487 31.780
O: -4.394 -6.993 32.131
O: -6.238 -6.930 30.830
C: -5.765 -7.995 30.027
H: -3.356 -4.669 31.920
H: -3.104 -3.980 33.577
H: -3.818 -3.052 32.350
H: -5.762 -3.716 33.478
H: -5.099 -5.194 34.041
H: -5.277 -7.526 29.174
H: -6.568 -8.614 29.629
H: -5.115 -8.678 30.569
C: -0.570 -11.820 28.063
C: 0.861 -11.700 28.580
O: 1.157 -12.915 29.272
C: 2.439 -13.290 29.249
O: 3.361 -12.640 28.849
O: 2.491 -14.501 29.786
C: 3.762 -15.102 29.936
H: -1.145 -12.428 28.760
H: -0.624 -12.381 27.125
H: -1.004 -10.840 27.878
H: 0.854 -10.845 29.267
H: 1.643 -11.361 27.903
H: 3.770 -16.030 30.499
H: 4.373 -14.383 30.492
H: 4.293 -15.285 29.001
C: -4.541 -7.326 21.200
C: -3.795 -6.234 20.431
O: -4.510 -5.997 19.203
C: -4.021 -5.020 18.438
O: -3.057 -4.350 18.679
O: -4.797 -4.964 17.358
C: -4.326 -4.168 16.271
H: -4.367 -7.106 22.255
H: -4.248 -8.329 20.906
H: -5.613 -7.172 21.078
H: -2.761 -6.508 20.220
H: -3.818 -5.291 20.977
H: -3.484 -4.707 15.824
H: -4.078 -3.140 16.506
H: -5.069 -4.290 15.484
C: -1.475 -5.296 23.796
C: -1.092 -4.634 22.478
O: -1.385 -3.257 22.524
C: -0.839 -2.497 21.572
O: -0.262 -2.866 20.593
O: -1.016 -1.231 21.940
C: -0.494 -0.216 21.116
H: -1.009 -6.281 23.795
H: -2.541 -5.444 23.976
H: -1.067 -4.823 24.692
H: -1.667 -5.182 21.729
H: -0.032 -4.798 22.284
H: 0.586 -0.360 21.048
H: -0.678 0.754 21.573
H: -0.925 -0.162 20.115
C: -1.467 -15.044 14.768
C: -2.778 -14.595 15.353
O: -2.585 -13.684 16.418
C: -2.828 -14.027 17.671
O: -3.357 -15.052 18.035
O: -2.444 -13.041 18.460
C: -2.595 -13.102 19.844
H: -0.880 -15.514 15.557
H: -0.929 -14.215 14.298
H: -1.540 -15.746 13.936
H: -3.271 -15.484 15.758
H: -3.462 -14.198 14.604
H: -3.371 -13.807 20.163
H: -2.922 -12.160 20.283
H: -1.671 -13.455 20.311
C: -2.015 -9.419 30.625
C: -1.383 -8.938 31.927
O: -0.024 -8.516 31.794
C: 1.013 -9.358 31.809
O: 2.117 -8.978 31.572
O: 0.635 -10.574 32.176
C: 1.677 -11.533 32.301
H: -3.080 -9.429 30.426
H: -1.555 -10.377 30.362
H: -1.602 -8.745 29.863
H: -1.563 -9.634 32.743
H: -1.906 -8.014 32.172
H: 1.341 -12.564 32.280
H: 2.274 -11.253 33.173
H: 2.399 -11.414 31.486
C: 2.268 -7.836 22.183
Br: 0.301 -7.725 21.781
Br: 2.887 -6.092 22.921
Br: 3.229 -8.224 20.510
H: 2.411 -8.605 22.929

[2]
Formula: C61H79F17O13Zn
Source: the OMol25 dataset
Level of theory: wB97M-V/def2-TZVPD

Computed properties:
* lowest unoccupied orbital energy: -0.0345 hartree
* charge: -2
* HOMO energy: -3.0 eV

Geometry (Å):
Zn: -0.639 -2.782 2.479
C: -4.270 -1.453 7.036
O: -4.565 -2.750 7.601
O: -3.671 -1.779 5.770
C: -5.566 -0.522 7.014
F: -5.291 0.779 6.695
F: -6.456 -0.815 6.108
F: -6.134 -0.440 8.203
C: -5.562 -3.606 7.064
C: -5.753 -4.799 8.000
H: -6.556 -5.491 7.745
H: -4.871 -5.438 8.020
H: -5.974 -4.426 9.000
H: -5.218 -3.993 6.105
H: -6.488 -3.075 6.843
H: -3.573 -0.907 7.672
C: 4.632 -1.019 5.113
O: 5.740 -1.277 4.224
O: 3.642 -1.893 4.595
C: 5.022 -1.043 6.600
F: 5.783 -0.049 6.968
F: 3.948 -0.996 7.435
F: 5.694 -2.167 6.889
C: 6.756 -0.323 4.001
C: 6.417 0.779 2.983
H: 5.523 1.311 3.308
H: 7.240 1.489 2.907
H: 6.187 0.340 2.012
H: 7.603 -0.854 3.568
H: 7.102 0.101 4.943
H: 4.257 -0.021 4.884
C: 1.018 -0.290 -0.931
O: 0.288 0.372 0.075
O: 1.029 -1.546 -0.370
C: 0.503 -0.132 -2.450
F: 1.317 -0.743 -3.341
F: -0.673 -0.599 -2.730
F: 0.558 1.199 -2.762
C: 0.554 1.776 0.372
C: -0.211 2.225 1.607
H: -0.173 3.304 1.756
H: -1.287 2.062 1.659
H: 0.298 1.771 2.458
H: 0.278 2.436 -0.451
H: 1.588 2.045 0.586
H: 1.942 0.276 -0.814
C: -1.572 -9.222 2.934
O: -0.548 -10.082 3.464
O: -0.921 -8.012 2.888
C: -2.189 -9.819 1.601
F: -2.815 -10.992 1.722
F: -3.015 -8.948 1.037
F: -1.278 -10.050 0.625
C: -0.901 -11.412 3.963
C: 0.219 -12.087 4.743
H: 1.106 -12.285 4.142
H: 0.557 -11.495 5.594
H: -0.149 -13.050 5.097
H: -1.193 -12.090 3.161
H: -1.686 -11.327 4.714
H: -2.341 -9.241 3.706
F: -7.258 -9.518 -7.213
C: -6.554 -8.432 -7.344
C: -6.354 -7.866 -8.581
C: -5.573 -6.690 -8.706
C: -5.162 -6.003 -7.585
C: -5.437 -6.490 -6.335
C: -6.083 -7.723 -6.238
H: -6.654 -8.342 -9.503
H: -5.590 -6.284 -9.706
H: -4.637 -5.064 -7.677
H: -5.068 -5.926 -5.492
H: -6.132 -8.168 -5.255
F: -4.555 8.805 4.165
C: -4.502 8.013 3.075
C: -5.522 7.139 2.802
C: -5.571 6.350 1.656
C: -4.497 6.528 0.707
C: -3.502 7.464 0.933
C: -3.541 8.195 2.120
H: -6.331 7.058 3.512
H: -6.388 5.674 1.452
H: -4.583 5.999 -0.231
H: -2.651 7.642 0.292
H: -2.865 9.004 2.353
F: -7.615 4.740 -8.812
C: -6.441 4.590 -8.251
C: -5.837 3.365 -8.384
C: -4.483 3.314 -8.002
C: -3.899 4.410 -7.364
C: -4.598 5.589 -7.169
C: -5.903 5.712 -7.670
H: -6.386 2.559 -8.848
H: -3.877 2.432 -8.150
H: -2.904 4.329 -6.950
H: -4.099 6.478 -6.812
H: -6.371 6.685 -7.690
F: -0.031 8.856 7.936
C: 0.010 7.892 8.884
C: 0.661 8.140 10.151
C: 0.567 7.154 11.168
C: -0.208 6.037 10.912
C: -0.891 5.805 9.735
C: -0.779 6.797 8.717
H: 1.201 9.066 10.284
H: 0.960 7.276 12.167
H: -0.275 5.219 11.614
H: -1.450 4.883 9.682
H: -1.447 6.687 7.876
F: 7.080 4.239 -3.096
C: 6.813 5.564 -2.950
C: 7.816 6.372 -2.360
C: 7.573 7.666 -2.127
C: 6.372 8.254 -2.546
C: 5.376 7.507 -3.121
C: 5.585 6.132 -3.393
H: 8.729 5.927 -1.991
H: 8.357 8.191 -1.601
H: 6.091 9.284 -2.384
H: 4.416 7.929 -3.380
H: 4.819 5.562 -3.896
C: 1.065 -6.782 -5.211
C: 2.544 -7.251 -5.161
O: 3.017 -7.330 -4.012
C: 3.384 -7.363 -6.421
H: 0.825 -6.062 -4.428
H: 0.431 -7.661 -5.093
H: 0.881 -6.206 -6.118
H: 3.065 -8.107 -7.151
H: 4.432 -7.592 -6.229
H: 3.270 -6.423 -6.962
C: 10.039 -2.525 -2.475
C: 8.542 -2.825 -2.610
O: 7.920 -3.174 -1.650
C: 7.850 -2.810 -3.957
H: 10.465 -2.065 -3.367
H: 10.627 -3.424 -2.294
H: 10.179 -1.930 -1.573
H: 7.785 -1.791 -4.339
H: 6.808 -3.123 -3.881
H: 8.407 -3.361 -4.715
C: 4.242 5.723 5.282
C: 4.583 6.719 4.194
O: 5.694 7.203 4.030
C: 3.506 7.142 3.211
H: 3.421 5.038 5.073
H: 4.078 6.276 6.207
H: 5.104 5.099 5.519
H: 2.747 7.674 3.786
H: 3.098 6.294 2.661
H: 3.889 7.829 2.457
C: -6.393 -0.957 -0.987
C: -6.002 -2.240 -0.307
O: -4.838 -2.558 0.044
C: -7.148 -3.160 -0.007
H: -5.523 -0.301 -1.003
H: -7.249 -0.410 -0.591
H: -6.639 -1.114 -2.037
H: -7.427 -3.535 -0.992
H: -7.978 -2.581 0.397
H: -6.876 -3.912 0.734
C: 2.910 1.220 -10.223
C: 3.489 2.607 -10.149
O: 4.672 2.754 -9.965
C: 2.548 3.687 -10.075
H: 1.852 1.082 -9.998
H: 3.447 0.536 -9.566
H: 3.034 0.866 -11.246
H: 1.495 3.410 -10.016
H: 2.749 4.367 -10.903
H: 2.792 4.114 -9.102